(1)
Density functional theory data (the ωB97M-V functional and the def2-TZVPD basis) for 2 unconnected molecules or ions with the total composition C8H13F2NO.

Each line ends with the natural charge from an NBO analysis.
Positions of all 25 atoms, in Å:
1 C 1.0937 -0.9314 2.0949  0.02
2 C -1.9803 -0.5284 1.0025  0.69
3 C 1.5919 1.1699 1.4494  -0.40
4 C -1.3141 -0.9699 -1.2278  -0.58
5 C -2.6810 1.3066 -0.4950  -0.60
6 C 2.0241 -0.8547 -0.1694  -0.46
7 C 0.9255 -2.4334 1.9494  0.48
8 C -1.9926 -0.0089 -0.1588  -0.33
9 N 1.6769 -0.2294 1.1769  -0.37
10 O -2.0545 -0.9681 2.1053  -0.49
11 F 0.1270 -2.8523 0.9227  -0.36
12 F 2.1528 -3.0033 1.7040  -0.36
13 H 2.5697 1.6024 1.0397  0.20
14 H 1.2812 1.2188 2.4789  0.26
15 H -1.1989 -1.9601 -0.9570  0.23
16 H -0.3114 -0.4548 -1.3911  0.21
17 H -1.9936 -0.8947 -2.0833  0.21
18 H -3.6581 1.0682 -0.7712  0.22
19 H -2.1102 1.7701 -1.3324  0.21
20 H -2.4395 1.9751 0.3543  0.23
21 H 1.3260 -1.5441 -0.6466  0.24
22 H 2.3485 -0.0189 -0.7509  0.20
23 H 2.9799 -1.3175 -0.0978  0.22
24 H 0.5082 -2.8293 2.7788  0.14
25 H 0.7141 1.6829 0.8011  0.19

Properties
E	-17474.3215	eV
HOMO-LUMO gap	8.698	eV
energy relative to the best compared isomer or geometry (same formula, charge and spin)	0.280	eV
LUMO	0.024	Eh

(2)
Density functional theory data (the ωB97M-V functional and the def2-TZVPD basis) for 3 unconnected molecules or ions with the total composition C8H13F6O9PS2.

Each line ends with the natural charge from an NBO analysis.
Positions of all 39 atoms, in Å:
1 O -6.9991 -5.1027 5.5278  -0.85
2 S -5.5363 -5.0244 4.9399  1.65
3 O -5.4162 -6.4058 3.9486  -0.84
4 O -5.5156 -3.5664 4.0578  -0.91
5 P -4.6835 -3.7200 2.5359  1.90
6 O -3.0683 -4.3714 2.6418  -0.96
7 O -4.4897 -2.0628 1.9249  -0.96
8 S -5.7313 -4.6519 1.1469  -0.58
9 H -6.3490 -6.5539 3.5681  0.52
10 H -2.6369 -4.3143 1.7173  0.53
11 H -4.3154 -2.0909 0.9234  0.52
12 C 0.0681 2.2507 -0.4000  -0.64
13 C -1.4383 2.2708 -0.5849  -0.08
14 O -1.8638 1.1688 -1.4016  -0.48
15 C -1.9717 -0.0432 -0.7706  0.68
16 O -1.7240 -0.2195 0.4205  -0.53
17 C -2.4738 -1.1124 -1.7390  0.90
18 F -1.8263 -1.0817 -2.9394  -0.30
19 F -3.8006 -0.9673 -2.0198  -0.31
20 F -2.3224 -2.3796 -1.2609  -0.31
21 H 0.5747 2.2304 -1.3701  0.22
22 H 0.4015 3.1310 0.1565  0.23
23 H 0.3882 1.3568 0.1440  0.22
24 H -1.7296 3.1863 -1.1107  0.20
25 H -1.9655 2.2696 0.3758  0.20
26 C 6.8910 1.9139 -2.6641  -0.64
27 C 6.1925 1.4122 -1.4134  -0.08
28 O 5.5209 2.4888 -0.7410  -0.48
29 C 4.3048 2.8561 -1.2557  0.68
30 O 3.7870 2.3240 -2.2355  -0.53
31 C 3.6829 3.9755 -0.4231  0.90
32 F 4.5702 4.9696 -0.1307  -0.31
33 F 3.2120 3.5229 0.7743  -0.31
34 F 2.6298 4.5798 -1.0422  -0.31
35 H 7.5664 2.7406 -2.4223  0.22
36 H 7.4659 1.1114 -3.1345  0.22
37 H 6.1704 2.2957 -3.3937  0.22
38 H 6.9361 1.0160 -0.7136  0.20
39 H 5.4947 0.5973 -1.6370  0.20

Properties
E	-74198.4159	eV
HOMO-LUMO gap	9.085	eV
energy relative to the best compared isomer or geometry (same formula, charge and spin)	2.908	eV
LUMO	-0.011	Eh

(3)
Density functional theory data (the ωB97M-V functional and the def2-TZVPD basis) for a gas-phase ion, C8H13N2O2 (charge +1).

Each line ends with the natural charge from an NBO analysis.
Positions of all 25 atoms, in Å:
1 C -1.2723 0.2056 0.0247  0.20
2 C 1.2797 -0.0023 0.1813  -0.31
3 C 2.6522 0.1623 0.0821  0.23
4 C 0.0903 0.7391 -0.1318  0.00
5 C -2.6308 -1.8407 0.1685  -0.42
6 C -3.7658 -1.1520 -0.4941  0.12
7 C 0.1520 2.1818 -0.3797  -0.68
8 C 4.8087 -0.6139 0.2851  -0.25
9 N -2.2412 1.1182 0.0882  -0.03
10 N -1.3551 -1.1074 0.0779  -0.26
11 O 3.4729 -0.8776 0.2640  -0.46
12 O -3.4101 0.7015 0.4955  -0.44
13 H 1.0828 -1.0764 0.3314  0.23
14 H 3.1620 1.0572 -0.2276  0.17
15 H -2.6986 -2.2005 1.2311  0.30
16 H -2.4698 -2.8750 -0.3634  0.31
17 H -3.6092 -0.5746 -1.3375  0.21
18 H -4.8034 -1.4399 -0.2465  0.24
19 H 1.1503 2.7127 -0.4510  0.24
20 H -0.4205 2.5920 -1.2134  0.24
21 H -0.4927 2.7247 0.3689  0.24
22 H 5.1364 -0.2057 1.1931  0.18
23 H 5.2576 -1.6046 0.3560  0.21
24 H 5.0677 0.0774 -0.4751  0.18
25 H -4.1434 1.2980 0.1724  0.54

Properties
total charge	+1
E	-15566.7385	eV
2S+1	3
HOMO-LUMO gap (alpha / beta)	3.886 / 5.709	eV
energy relative to the best compared isomer or geometry (same formula, charge and spin)	3.686	eV
LUMO (alpha / beta)	-0.228 / -0.237	Eh

(4)
Density functional theory data (the ωB97M-V functional and the def2-TZVPD basis) for 2 unconnected molecules or ions with the total composition C8H13N2S.

Each line ends with the natural charge from an NBO analysis.
Positions of all 24 atoms, in Å:
1 C -1.8317 1.5724 0.3708  0.05
2 C -1.4543 0.8851 -0.8667  -0.65
3 C -3.0915 -0.3456 0.5867  -0.19
4 C -2.7115 0.8796 1.1436  -0.30
5 C 2.0523 0.6927 -0.7772  -0.27
6 C 1.4847 -0.5395 -0.2528  0.11
7 C 2.2924 1.7884 -0.0560  -0.33
8 C 1.4625 -1.7484 -1.1449  -0.69
9 N 0.5770 -1.6519 1.5300  -0.64
10 N 1.0470 -0.5423 0.9646  -0.23
11 S -2.3807 -0.6719 -0.8990  0.61
12 H -1.4119 2.5316 0.6200  0.26
13 H -1.6583 1.4633 -1.7712  0.31
14 H -3.7703 -1.0479 1.0334  0.27
15 H 2.3257 0.6705 -1.8240  0.21
16 H -0.3781 0.6462 -0.8706  0.35
17 H -3.0892 1.2225 2.0904  0.27
18 H 2.0541 1.8413 0.9923  0.21
19 H 2.7492 2.6543 -0.5016  0.21
20 H 0.4823 -2.2300 -1.1267  0.21
21 H 2.2028 -2.4754 -0.8087  0.24
22 H 1.7000 -1.4820 -2.1700  0.24
23 H 0.4367 -1.5553 2.5287  0.39
24 H 0.9108 -2.5578 1.2090  0.37

Properties
total charge	+1
E	-22313.1276	eV
HOMO-LUMO gap	5.467	eV
energy relative to the best compared isomer or geometry (same formula, charge and spin)	2.351	eV
LUMO	-0.214	Eh

(5)
Density functional theory data (the ωB97M-V functional and the def2-TZVPD basis) for 2 unconnected molecules or ions with the total composition C8H13N3O.

Each line ends with the natural charge from an NBO analysis.
Positions of all 25 atoms, in Å:
1 C 0.5680 1.2523 0.8160  0.67
2 C 0.9362 2.0682 -4.2832  -0.57
3 C 0.6684 2.2875 -3.0445  0.25
4 C -0.4036 -0.1003 -0.6371  0.34
5 C -1.2140 -1.1972 -1.3798  -0.66
6 C -1.1657 -0.6722 2.9735  -0.63
7 C 1.1345 -1.4295 2.0659  -0.61
8 C -0.3332 -1.0327 1.7434  0.00
9 N 0.5455 1.7986 -0.3937  -0.47
10 N 0.0311 0.9895 -1.2598  -0.23
11 N -0.1158 0.0326 0.6783  -0.41
12 O 0.9767 1.7447 1.8618  -0.71
13 H 1.6412 2.5940 -4.8558  0.28
14 H 0.9357 1.0823 -4.8906  0.29
15 H 0.6767 2.8703 -2.1600  0.26
16 H -0.6815 -0.9942 -2.3701  0.25
17 H -2.2777 -0.9719 -1.2416  0.23
18 H -1.1027 -2.2131 -0.8943  0.22
19 H -0.9000 -1.2163 3.8654  0.22
20 H -1.2021 0.3351 3.2423  0.24
21 H -2.1960 -0.9290 2.7746  0.21
22 H 1.6754 -1.5956 1.0970  0.20
23 H 1.0893 -2.2793 2.6633  0.20
24 H 1.5265 -0.5650 2.5088  0.24
25 H -0.8130 -1.8588 1.1199  0.19

Properties
E	-15018.5546	eV
HOMO-LUMO gap (alpha / beta)	5.310 / 5.307	eV
energy relative to the best compared isomer or geometry (same formula, charge and spin)	6.476	eV
LUMO (alpha / beta)	-0.062 / -0.062	Eh

(6)
Density functional theory data (the ωB97M-V functional and the def2-TZVPD basis) for 2 unconnected molecules or ions with the total composition C8H13N3O2.

Each line ends with the natural charge from an NBO analysis.
Positions of all 26 atoms, in Å:
1 C 2.9127 -0.7774 0.0977  -0.09
2 C 3.1521 0.5561 -0.0922  -0.10
3 C 1.0029 0.1740 0.0445  0.27
4 C -0.9172 1.8147 0.2397  0.76
5 C -0.6313 0.5967 -2.1444  -0.51
6 C -1.3468 -1.8330 -0.2108  -0.41
7 C -1.1074 -0.7663 1.9228  -0.42
8 C -0.4334 0.4198 -0.0015  0.07
9 N 1.5811 -1.0042 0.1803  -0.49
10 N 1.9307 1.1524 -0.1301  -0.51
11 N -1.3532 -0.5587 0.4926  -0.50
12 O -2.2176 1.8792 0.5147  -0.67
13 O -0.2213 2.7997 0.1639  -0.63
14 H 3.6113 -1.5859 0.1808  0.21
15 H 4.0643 1.1042 -0.2096  0.22
16 H -0.1191 1.5249 -2.3185  0.21
17 H -0.1148 -0.2848 -2.4743  0.21
18 H -1.6906 0.6202 -2.3143  0.20
19 H -0.3517 -2.2834 -0.2304  0.22
20 H -2.0379 -2.5030 0.2985  0.20
21 H -1.6968 -1.6802 -1.2287  0.20
22 H -1.0713 0.1924 2.4383  0.20
23 H -1.9254 -1.3557 2.3323  0.20
24 H -0.1636 -1.2927 2.0963  0.21
25 H 1.7002 2.1333 -0.1993  0.46
26 H -2.5559 0.9576 0.5516  0.51

Properties
E	-17070.9652	eV
HOMO-LUMO gap	8.547	eV
energy relative to the best compared isomer or geometry (same formula, charge and spin)	0.763	eV
LUMO	0.010	Eh

(7)
Density functional theory data (the ωB97M-V functional and the def2-TZVPD basis) for a single C8H13N3O2 molecule.

Each line ends with the natural charge from an NBO analysis.
Positions of all 26 atoms, in Å:
1 C -0.3961 2.8666 0.4328  -0.65
2 C -0.4360 1.3841 0.4573  0.26
3 C 0.1392 0.4492 -0.3856  -0.20
4 C 0.9729 0.8208 -1.5590  0.65
5 N 2.2851 1.0215 -1.2614  -0.82
6 O 0.5478 1.2248 -2.6549  -0.61
7 C -0.0475 -1.1067 -0.1949  0.12
8 C 0.1205 -2.0756 -1.4483  -0.60
9 N 1.0598 -1.6412 0.6899  -0.86
10 C -1.3405 -1.5096 0.5547  -0.50
11 C -1.6259 -0.4381 1.6183  0.68
12 O -1.9525 -0.8229 2.7704  -0.61
13 N -1.2318 0.8737 1.4715  -0.63
14 H 0.0303 3.3755 -0.4006  0.25
15 H -1.3761 3.1926 0.5456  0.23
16 H 0.1030 3.1778 1.2787  0.22
17 H 2.6587 0.4427 -0.5188  0.40
18 H 2.8978 1.5238 -1.9091  0.41
19 H 0.1175 -3.1555 -1.2363  0.22
20 H 1.0748 -1.9083 -1.8571  0.22
21 H -0.6176 -1.8793 -2.1958  0.21
22 H 0.7575 -2.4810 1.2012  0.36
23 H 1.2697 -0.9187 1.3614  0.35
24 H -1.3812 -2.5017 0.9573  0.25
25 H -2.3211 -1.3913 0.0130  0.24
26 H -1.3082 1.4770 2.2695  0.41

Properties
E	-17071.7284	eV
HOMO-LUMO gap	9.441	eV
energy relative to the best compared isomer or geometry (same formula, charge and spin)	0.000	eV
LUMO	0.024	Eh
SMILES	CC1=C(C(N)=O)[C@@](C)(N)CC(=O)N1

(8)
Density functional theory data (the ωB97M-V functional and the def2-TZVPD basis) for 3 unconnected molecules or ions with the total composition C8H13N3O2P.

Each line ends with the natural charge from an NBO analysis.
Positions of all 27 atoms, in Å:
1 N -0.7589 -1.4337 0.2665  -1.40
2 P -0.3667 -0.0951 -0.6766  1.29
3 O 0.7750 -0.5089 -1.9096  -1.04
4 O 0.3702 1.1152 0.3049  -1.03
5 H -1.0530 -2.1181 -0.4280  0.34
6 H 1.6291 -0.6123 -1.4725  0.45
7 H 0.3262 1.8655 -0.2629  0.47
8 N 1.7228 -3.3261 -0.2051  -0.52
9 C 2.9961 -3.1909 -0.6720  -0.08
10 C 3.5738 -4.4376 -0.7167  -0.32
11 C 2.6012 -5.3613 -0.2608  -0.34
12 C 1.4709 -4.6403 0.0447  -0.07
13 H 1.0505 -2.5604 -0.0657  0.46
14 H 3.3867 -2.2220 -0.9335  0.20
15 H 4.5783 -4.6581 -1.0415  0.20
16 H 2.7138 -6.4297 -0.1669  0.20
17 H 0.5111 -4.9523 0.4190  0.21
18 N -1.8290 3.5551 1.1428  -0.50
19 C -1.8336 4.1046 -0.1090  -0.07
20 C -2.8461 5.0289 -0.1632  -0.31
21 C -3.4754 5.0381 1.1070  -0.32
22 C -2.8244 4.1183 1.8896  -0.08
23 H -1.1942 2.8388 1.4593  0.44
24 H -1.1224 3.7902 -0.8530  0.21
25 H -3.1062 5.6280 -1.0201  0.21
26 H -4.3109 5.6465 1.4125  0.21
27 H -2.9850 3.8174 2.9105  0.20

Properties
total charge	-1
E	-26362.3684	eV
HOMO-LUMO gap	6.338	eV
energy relative to the best compared isomer or geometry (same formula, charge and spin)	0.654	eV
LUMO	0.121	Eh

Which formula does entry 2 have? C8H13F6O9PS2

Look up the energy relative to the best compared isomer or geometry (same formula, charge and spin) of the eighth one. 0.654 eV

Look up the energy relative to the best compared isomer or geometry (same formula, charge and spin) of the fourth one. 2.351 eV